Record 1
Formula: C27H31N3O8PS2SeTl
Source: OMol25
Level of theory: ωB97M-V with the def2-TZVPD basis set

Geometry as XYZ:
```
74
Properties=species:S:1:pos:R:3:forces:R:3:mulliken_charge:R:1
Tl 0.32681 0.73293 -0.76829 0.10 -0.04 -0.25 1.760
C 4.16137 -0.35044 0.11032 0.00 -0.01 0.01 -1.511
N 3.31739 0.69809 -0.42048 -0.01 -0.01 -0.02 0.914
C 3.75445 1.06929 -1.75713 0.00 0.00 0.00 -1.270
C 3.25426 1.82086 0.50282 -0.01 -0.01 -0.01 -1.380
C 2.39567 2.94799 -0.01460 -0.03 0.01 0.09 0.863
C 2.89621 4.24762 0.02089 -0.01 0.01 0.00 -0.846
C 2.15733 5.31435 -0.46867 0.00 -0.01 0.00 -0.788
C 0.91372 5.07686 -1.03439 0.00 0.00 0.00 -0.937
C 0.41090 3.78289 -1.07521 0.02 -0.01 -0.05 -0.718
C 1.12570 2.71782 -0.54038 -0.05 0.05 0.04 0.476
H 5.22712 -0.05392 0.11054 0.00 0.00 0.00 0.392
H 4.05138 -1.25689 -0.48730 0.00 0.00 0.00 0.311
H 3.87811 -0.57772 1.13836 0.00 0.01 0.00 0.456
H 4.77152 1.50404 -1.74453 0.00 0.00 0.00 0.339
H 3.06353 1.77599 -2.21277 0.00 0.00 0.01 0.359
H 3.75926 0.17876 -2.38609 0.00 0.00 0.00 0.327
H 4.26623 2.21612 0.71432 0.01 0.00 -0.01 0.332
H 2.83416 1.44490 1.44062 0.00 0.00 0.00 0.411
H 3.88813 4.41726 0.42832 0.00 0.00 0.00 0.328
H 2.56329 6.31902 -0.43392 0.00 0.00 0.00 0.333
H 0.33963 5.89110 -1.46150 0.00 0.00 0.00 0.423
H -0.53909 3.59729 -1.55916 -0.01 0.00 -0.01 0.642
O -1.04533 -0.74241 3.33820 -0.11 -0.05 -0.06 -0.732
S -0.49723 -0.54977 2.02317 0.19 0.05 0.09 0.807
O 0.12157 -1.97476 1.61945 0.04 -0.01 -0.09 -0.401
O 0.63479 0.38827 1.95221 -0.06 0.00 0.03 -0.555
O -1.46740 -0.24536 0.96743 0.00 0.04 0.07 -0.544
C -3.20371 3.92238 -0.65306 -0.03 -0.02 -0.08 -1.458
P -2.51711 2.29468 -0.10921 0.05 0.01 0.12 1.682
C -3.86249 1.17687 -0.62002 -0.01 -0.03 0.01 -1.691
C -2.76468 2.49238 1.69766 -0.01 0.03 0.01 0.077
C -1.75895 3.16400 2.39434 0.00 -0.01 0.01 -0.424
C -1.84440 3.35329 3.76521 0.00 -0.01 -0.01 -0.622
C -2.93324 2.85640 4.46900 0.01 0.00 -0.01 -0.438
C -3.92855 2.16791 3.79135 0.00 0.00 -0.01 -0.571
C -3.84431 1.98896 2.41686 0.00 0.00 0.00 -0.388
H -4.22023 4.09238 -0.28891 0.00 -0.01 0.00 0.448
H -3.19693 3.94511 -1.74570 0.00 0.01 0.01 0.441
H -2.55652 4.72204 -0.28778 0.00 0.00 0.00 0.367
H -4.85621 1.53065 -0.33223 0.00 0.01 0.00 0.437
H -3.66258 0.19341 -0.19448 -0.01 0.01 -0.01 0.356
H -3.79383 1.08602 -1.70432 0.00 0.00 0.00 0.354
H -0.88240 3.51034 1.85495 -0.01 0.00 0.00 0.168
H -1.04282 3.86076 4.28858 0.00 0.00 0.00 0.370
H -2.99003 2.97906 5.54414 0.00 0.00 0.00 0.340
H -4.76587 1.74868 4.33731 0.00 0.00 0.00 0.353
H -4.61588 1.42627 1.90646 0.00 0.00 0.00 0.256
O -0.68903 -0.49228 -4.72753 -0.04 0.03 0.01 -0.739
Se -0.70406 0.75918 -3.69803 0.02 0.09 0.00 1.161
O 0.82876 1.19530 -3.23517 0.01 -0.08 0.00 -0.621
O -1.32086 0.24226 -2.20544 -0.02 -0.02 -0.04 -0.647
O -1.57935 2.03143 -4.20142 0.04 -0.03 0.01 -0.780
S 2.04145 -5.76282 -0.56135 -0.05 -0.04 -0.17 -0.290
C 1.46305 -4.07551 -0.54354 0.01 0.01 0.12 0.145
C 1.75146 -3.31045 0.52746 0.04 -0.02 -0.03 -1.169
C 1.23261 -1.92284 0.60362 -0.04 0.03 0.06 0.331
N 0.80111 -1.39837 -0.64813 0.00 -0.03 -0.03 0.097
C 0.47951 -2.22266 -1.65987 -0.06 -0.01 0.05 -0.275
C 0.75532 -3.56393 -1.66782 -0.01 0.01 0.02 -0.908
C 0.49852 -6.61819 -0.47662 0.02 0.08 0.07 0.401
C -0.58806 -6.12457 0.24039 -0.02 0.05 -0.10 -0.277
C -1.74252 -6.88472 0.29392 -0.01 -0.06 -0.02 -0.392
N -1.88801 -8.08074 -0.28554 -0.01 0.04 0.02 -0.654
C -0.84271 -8.53322 -0.97217 0.03 0.01 -0.01 -0.248
C 0.35446 -7.84819 -1.10786 0.02 -0.07 0.07 -0.389
H 2.30209 -3.69985 1.37324 0.00 0.01 0.00 0.426
H 1.93544 -1.23733 1.06611 0.00 0.02 0.01 0.569
H 0.01493 -1.75645 -2.52163 0.00 0.00 0.00 0.434
H 0.52263 -4.17507 -2.52597 0.01 0.00 0.00 0.439
H -0.53797 -5.15543 0.72186 -0.01 -0.02 0.02 0.480
H -2.60277 -6.51144 0.83866 0.00 0.00 0.00 0.379
H -0.96937 -9.49672 -1.45734 0.00 0.00 0.00 0.330
H 1.16060 -8.25916 -1.70223 -0.01 -0.01 0.00 0.349
```
Positions in Å, forces in eV/Å.

Values from the calculation:
Max |F|, eV/Å: 0.3
Relative energy (zero: lowest compared OMol25 entry of this formula, charge and spin), kJ/mol: 19.2
Net charge: -2
Molar mass, g/mol: 904.0
Kohn-Sham gap, Eh: 0.239
LUMO, eV: 4.02

***

Record 2
Formula: C27H31N4NiOSe2
Source: OMol25
Level of theory: ωB97M-V with the def2-TZVPD basis set

Geometry as XYZ:
```
66
Properties=species:S:1:pos:R:3:forces:R:3:mulliken_charge:R:1
Ni -1.04373 0.07862 0.67575 0.57 -1.08 -0.33 0.085
Se -2.94586 -0.80284 3.55439 -0.08 0.01 -0.07 0.014
Se -1.02512 -0.21473 4.68582 0.11 0.06 0.03 0.027
C -0.74481 1.50311 3.86151 -0.15 -0.24 -0.30 0.256
C -0.34241 2.54404 4.68532 0.06 0.10 0.07 -0.798
C -0.32109 3.82756 4.16828 0.09 -0.05 0.14 -0.385
C -0.71510 4.01720 2.85496 -0.02 0.06 -0.13 -0.943
C -1.03640 2.90879 2.09484 0.00 -0.14 0.16 -0.616
N -1.02648 1.65169 2.56845 -0.30 0.14 -0.25 0.174
C -2.13981 -2.20961 2.52728 0.17 -0.08 -0.07 -0.064
C -2.58848 -3.50134 2.75183 0.05 -0.07 -0.04 -0.688
C -1.93312 -4.55177 2.12568 -0.15 -0.03 0.05 -0.515
C -0.84118 -4.26877 1.32739 0.09 -0.13 -0.02 -0.925
C -0.48218 -2.94899 1.14005 0.13 0.24 0.10 -0.244
N -1.12688 -1.91717 1.70248 -0.34 0.26 -0.01 0.175
H -0.09019 2.34546 5.71988 -0.08 0.05 -0.04 0.415
H -0.03342 4.66615 4.79120 -0.02 -0.05 -0.03 0.423
H -0.77805 5.00826 2.42219 0.05 -0.09 0.01 0.468
H -1.32108 3.01937 1.06061 -0.11 -0.09 0.05 0.799
H -3.41463 -3.67056 3.42806 0.03 -0.02 0.00 0.459
H -2.25697 -5.57394 2.28399 0.01 0.07 -0.01 0.423
H -0.27349 -5.05486 0.84466 -0.04 0.08 0.04 0.509
H 0.35421 -2.69298 0.50677 -0.02 -0.02 0.01 0.592
O -2.30253 1.43734 -0.44422 0.03 0.33 0.16 -0.372
C -1.98360 2.08337 -1.70177 -0.03 -0.05 0.08 -1.276
C -0.50909 1.95760 -1.98351 0.14 0.10 0.29 0.570
C 0.40820 2.77598 -1.04482 -0.08 -0.25 0.00 -1.451
C 1.33038 1.97650 -0.15064 -0.03 -0.04 0.03 0.710
C 2.68345 2.30335 -0.09623 0.05 0.04 -0.01 -0.611
C 3.52812 1.64277 0.77599 0.10 0.05 -0.05 -0.790
C 3.00181 0.65404 1.59226 0.06 -0.03 0.04 -0.855
C 1.66374 0.35403 1.46396 -0.10 0.14 -0.11 -0.453
N 0.83740 0.98966 0.61143 0.32 -0.11 -0.10 1.276
H -3.24210 1.23046 -0.42013 0.00 0.06 -0.04 0.270
H -2.27838 3.13221 -1.63859 -0.08 0.07 0.04 0.346
H -2.54776 1.61703 -2.50667 -0.09 -0.14 0.00 0.589
H -0.35857 2.27985 -3.01444 0.07 -0.03 0.00 0.622
H -0.25308 0.90288 -1.92435 0.04 0.03 -0.14 -0.828
H -0.19535 3.42218 -0.39861 0.11 0.00 -0.17 0.429
H 1.03510 3.43872 -1.63530 0.01 0.09 -0.03 0.473
H 3.06445 3.08069 -0.74525 -0.01 0.01 0.02 0.503
H 4.58372 1.89191 0.81546 -0.12 0.00 0.00 0.405
H 3.61419 0.11434 2.30372 -0.04 0.02 -0.07 0.517
H 1.22130 -0.43627 2.05842 -0.08 0.01 0.03 0.189
C 1.85567 -0.03065 -3.53598 0.09 0.11 0.30 -0.878
N 2.22106 -1.21615 -2.78825 -0.19 -0.29 -0.30 -0.032
C 3.64291 -1.28167 -2.52748 -0.01 0.05 0.10 -0.948
C 1.44534 -1.45942 -1.58354 0.00 0.08 0.00 -0.164
C -0.05165 -1.61511 -1.79902 0.22 0.11 -0.02 1.880
C -0.45907 -2.39267 -2.89225 -0.13 0.04 0.02 -0.795
C -1.79681 -2.65392 -3.14208 0.13 -0.02 0.00 -0.784
C -2.75913 -2.17424 -2.26215 0.03 -0.03 0.04 -1.010
C -2.35717 -1.41608 -1.17256 -0.02 -0.03 0.03 0.218
C -1.01582 -1.09438 -0.93089 -0.53 0.61 0.47 -0.570
H 2.38804 -0.02525 -4.48671 0.02 0.01 0.01 0.471
H 2.10766 0.90787 -2.99960 -0.04 -0.10 -0.05 0.158
H 0.78732 -0.03005 -3.74526 -0.01 -0.03 -0.02 0.260
H 4.19402 -1.13710 -3.45664 0.00 -0.02 0.01 0.344
H 3.90539 -2.26150 -2.12234 -0.01 0.05 -0.01 0.328
H 3.97934 -0.51116 -1.80702 -0.03 -0.03 -0.06 0.262
H 1.63409 -0.69283 -0.82397 0.00 0.03 0.03 -0.266
H 1.82136 -2.40708 -1.17578 0.02 0.06 0.06 0.938
H 0.30896 -2.78774 -3.55078 -0.05 0.07 0.05 0.497
H -2.08690 -3.24064 -4.00620 0.03 0.02 0.07 0.435
H -3.80945 -2.40267 -2.41354 0.09 0.05 0.01 0.453
H -3.13032 -1.08891 -0.47609 0.08 0.01 -0.03 0.297
```
Positions in Å, forces in eV/Å.

Values from the calculation:
Max |F|, eV/Å: 1.3
Relative energy (zero: lowest compared OMol25 entry of this formula, charge and spin), kJ/mol: 109.9
Net charge: +1
Molar mass, g/mol: 644.2
Kohn-Sham gap (spin up / spin down), Eh: 0.281 / 0.280
LUMO (spin up / spin down), eV: -2.98 / -3.02